[1]
Molecular formula: C8H12N5
Method: DFT, wB97M-V/def2-TZVPD

E_tot = -15931.0368 eV
Kohn-Sham gap = 9.699 eV
Relative energy (zero: lowest compared OMol25 entry of this formula, charge and spin) = 3.387 eV
Multiplicity = 1
Total charge = +1

The geometry in XYZ format:
```
25
Properties=species:S:1:pos:R:3:forces:R:3
N 1.519158 -1.502365 -0.016364 0.87 -0.84 -2.37
N -3.497595 -1.047559 -0.706501 -4.59 4.63 3.60
N -1.055199 -1.219578 -0.380578 -1.74 -0.29 0.37
N -4.961237 0.907413 0.461853 -0.09 -1.26 0.48
N 1.430869 0.645044 -0.041702 1.25 0.05 -0.81
C 1.175248 1.989762 -0.482526 -0.45 2.67 1.96
C 1.310164 -0.474181 -0.810730 -1.49 2.00 0.01
C -0.238412 2.496323 -0.041564 0.72 -1.10 -1.49
C -4.270816 0.016713 0.117320 3.16 -3.65 -3.51
C -2.217424 -1.125424 -0.412540 1.31 0.54 -0.07
C 1.907003 0.314886 1.196600 0.36 -2.26 0.72
C 1.445083 -2.890279 -0.469235 -0.16 1.15 0.45
C 1.920109 -1.082300 1.160169 1.23 2.56 2.72
H 1.720073 2.772728 0.112987 0.88 -1.51 -0.72
H -0.780374 2.648967 -0.949375 -0.86 0.64 -0.18
H 2.405088 -1.661017 1.911676 -0.22 -0.76 0.21
H 1.449396 2.119825 -1.517209 -0.30 -0.08 -0.29
H 1.055003 -2.877667 -1.464014 -0.14 -0.17 -0.57
H 2.372273 0.917871 2.034901 -1.11 -0.33 -1.63
H 2.438577 -3.281086 -0.424227 0.40 -0.66 0.03
H -5.710667 1.109509 1.149372 0.87 -0.09 -0.77
H 0.799574 -0.487004 -1.803630 0.89 -0.04 1.16
H -0.715523 1.752596 0.521028 -0.82 -1.57 0.48
H -0.233483 3.288818 0.665627 0.34 1.26 -0.09
H 0.733121 -3.331993 0.188657 -0.29 -0.90 0.33
```
Positions in Å, forces in eV/Å.

Atomic partial charges in e from the Mulliken method, atoms 1 to 2: 0.1940, -0.4076

[2]
Molecular formula: C3H3NaO2
Method: DFT, wB97M-V/def2-TZVPD

E_tot = -11661.9507 eV
Kohn-Sham gap (alpha / beta) = 9.776 / 7.799 eV
Relative energy (zero: lowest compared OMol25 entry of this formula, charge and spin) = 1.284 eV
Multiplicity = 2
Total charge = +1

The geometry in XYZ format:
```
9
Properties=species:S:1:pos:R:3:forces:R:3
Na -1.217221 -2.315800 1.077145 0.11 0.28 -0.10
O -0.194676 -0.553877 0.143503 0.24 -2.94 -0.47
O 0.458509 1.467868 -0.358548 1.78 -1.11 -1.90
C 2.478726 0.343612 -2.719579 -1.00 0.14 1.21
C 1.756394 -0.446007 -1.943359 0.59 0.61 -0.71
C 0.452102 0.259892 -0.456427 -1.07 3.12 1.25
H 3.111560 -0.073686 -3.510558 -0.23 -0.09 0.28
H 2.474538 1.431473 -2.603986 0.01 -0.33 -0.08
H 1.687617 -1.535165 -1.940206 -0.42 0.32 0.51
```
Positions in Å, forces in eV/Å.

Atomic partial charges in e from the Mulliken method, atoms 1 to 2: 1.0517, -0.5563

[3]
Molecular formula: C10H20N4O4PS
Method: DFT, wB97M-V/def2-TZVPD

E_tot = -44963.4845 eV
Kohn-Sham gap = 6.898 eV
Relative energy (zero: lowest compared OMol25 entry of this formula, charge and spin) = 0.000 eV
Multiplicity = 1
Total charge = +1

The geometry in XYZ format:
```
40
Properties=species:S:1:pos:R:3:forces:R:3
S 2.238057 5.356079 1.825585 -0.72 -0.17 -0.75
P 1.627690 4.740817 0.086809 3.86 2.05 3.18
O 1.584544 5.984628 -0.965193 -0.59 -2.27 0.00
O 2.608541 3.525279 -0.377214 -2.79 1.44 -0.81
O 1.770360 1.180962 0.632213 -0.26 0.57 -0.18
O 0.198141 -4.304261 -0.246936 -0.36 -0.07 -0.29
N 2.118519 -1.015843 0.397945 -0.30 0.69 0.42
N -0.748034 4.654932 1.213061 -2.01 -0.35 0.63
N -0.028977 4.024151 0.330145 1.74 -1.14 -3.07
N -1.687026 -4.967728 -1.249970 0.25 0.45 -0.04
C -1.955857 4.150829 1.467046 0.33 -1.64 -1.26
C -0.702344 -2.816435 -1.897894 0.08 0.08 0.00
C -0.281867 2.938426 -0.437659 -3.38 -1.28 0.87
C -0.684961 -4.075645 -1.066883 -0.03 -0.50 0.26
C 2.133100 -2.420808 0.785302 0.29 -0.06 -0.63
C -1.597646 2.291271 -0.241689 1.04 2.59 1.77
C -2.408233 2.942772 0.763892 0.76 -0.28 -0.78
C 1.202741 -0.206873 2.510037 -0.09 0.28 0.02
C -2.812547 -4.882645 -2.161635 0.02 -0.43 0.29
C 1.714742 0.040057 1.117916 0.33 -0.55 -0.15
H -2.589122 4.645572 2.233657 0.69 -0.32 -0.74
H -3.413176 2.535646 1.018215 0.94 0.36 -0.26
H 1.982975 -0.659735 3.122602 -0.13 -0.11 0.00
H 1.758659 -2.570257 1.793422 -0.01 0.10 -0.07
H 2.356472 2.748992 0.197503 0.44 -0.38 -0.20
H 3.161616 -2.780447 0.721912 -0.04 -0.08 0.17
H 0.916752 0.741713 2.961609 0.08 -0.02 -0.09
H 0.159842 -2.203599 -1.640059 -0.03 -0.11 0.04
H 1.512572 -2.987465 0.080393 0.29 0.07 0.52
H 1.701616 6.831290 -0.486019 0.02 -0.60 0.07
H -1.891123 1.381495 -0.801232 0.19 0.84 0.52
H 0.452740 2.525235 -1.168875 -0.44 0.81 0.93
H -1.608807 -5.783934 -0.660747 -0.02 0.02 -0.06
H -2.797421 -3.966586 -2.745115 0.07 -0.04 0.07
H -1.608410 -2.242953 -1.693343 -0.03 -0.03 -0.17
H -0.645213 -3.063926 -2.958874 -0.13 0.11 0.01
H -3.734599 -4.925695 -1.579552 -0.10 0.07 -0.21
H 0.325192 -0.854549 2.478980 0.13 -0.12 0.09
H -2.779145 -5.740515 -2.834870 -0.16 0.13 -0.13
H 2.449633 -0.770246 -0.524487 0.08 -0.09 0.05
```
Positions in Å, forces in eV/Å.

Atomic partial charges in e from the Mulliken method, atoms 1 to 2: -0.3388, 0.5619

[4]
Molecular formula: C2H8NO
Method: DFT, wB97M-V/def2-TZVPD

E_tot = -5729.4085 eV
Kohn-Sham gap (alpha / beta) = 7.913 / 10.522 eV
Relative energy (zero: lowest compared OMol25 entry of this formula, charge and spin) = 5.476 eV
Multiplicity = 1
Total charge = +1

The geometry in XYZ format:
```
12
Properties=species:S:1:pos:R:3:forces:R:3
O 0.521835 0.048539 -1.771847 -1.56 1.70 -1.22
N -0.216771 -1.329919 0.038733 0.41 0.55 -2.68
C -0.489817 1.116143 0.318731 3.54 -0.35 0.32
C 0.167423 0.020414 -0.495105 2.05 0.97 1.88
H -1.506477 0.979487 0.130881 -2.16 0.56 0.17
H -1.246815 -1.343156 -0.261939 1.35 -1.25 1.23
H -0.064226 2.117528 0.008760 -0.81 -1.10 0.49
H 0.212148 0.921872 -2.227674 0.78 -2.12 1.06
H 0.411065 -1.997049 -0.517259 -1.44 0.52 1.10
H 2.512761 -0.518062 0.158431 -0.57 0.17 0.00
H -0.189101 0.884857 1.407134 -0.81 0.75 -1.54
H 0.041622 -1.327341 1.047811 -0.78 -0.40 -0.80
```
Positions in Å, forces in eV/Å.

Atomic partial charges in e from the Mulliken method, atoms 1 to 2: -0.4138, -0.2383

[5]
Molecular formula: C5H11NO2
Method: DFT, wB97M-V/def2-TZVPD

SMILES = C=CCCC(N)=O.O
E_tot = -10947.1602 eV
Kohn-Sham gap = 10.733 eV
Relative energy (zero: lowest compared OMol25 entry of this formula, charge and spin) = 2.107 eV
Multiplicity = 1

The geometry in XYZ format:
```
19
Properties=species:S:1:pos:R:3:forces:R:3
O 1.797706 0.436280 -2.208440 4.19 -0.19 -0.32
O -0.543734 -1.139610 -2.046996 -2.93 0.96 -0.01
N 0.532339 -1.966883 -0.372636 -1.71 0.38 1.97
C 0.679627 1.633104 1.814320 -1.00 1.87 2.76
C -1.456871 -0.865383 0.271273 -2.21 2.58 0.98
C 0.334796 0.926567 0.774912 0.06 -0.37 -0.48
C -1.092393 0.699010 0.452476 -1.56 -0.68 -1.73
C -0.628843 -1.312031 -0.836222 5.93 -2.92 -1.22
H -1.814421 1.101301 1.172411 0.55 0.02 0.19
H -0.066336 2.116296 2.569084 1.08 -1.09 -1.60
H 1.685320 1.883919 2.070821 0.67 -0.09 -0.09
H 1.068175 -0.106511 -2.292024 -3.05 -1.03 -0.14
H 1.122390 0.529794 0.110059 -0.62 0.19 0.28
H -2.514113 -0.956770 0.003008 0.07 0.33 -0.26
H 1.713639 1.329064 -1.965291 -1.06 1.28 0.30
H 0.738327 -1.769524 0.580400 0.32 -0.48 0.69
H 1.231242 -2.462612 -0.877691 0.06 0.24 -0.92
H -1.450352 -1.319525 1.295906 0.96 -0.19 -1.25
H -1.336499 1.243515 -0.515372 0.26 -0.84 0.88
```
Positions in Å, forces in eV/Å.

Atomic partial charges in e from the Mulliken method, atoms 1 to 2: -0.6502, -0.7155